Molecular formula: C18H24IO7P
Method: DFT, wB97M-V/def2-TZVPD

```
! RIJCOSX wB97M-V def2-TZVPD def2/J DEFGRID3
* xyz 0 1
C 1.688 4.803 0.329
C 0.906 3.534 0.119
C 1.356 2.519 -0.717
C 0.615 1.359 -0.887
C -0.595 1.198 -0.234
C -1.068 2.207 0.599
C -2.401 2.081 1.321
C -3.465 2.806 0.569
C -4.227 3.884 0.829
P -4.358 4.996 2.288
O -2.759 5.331 2.477
I -4.593 3.364 4.103
C -5.051 4.150 -0.385
O -5.940 4.919 -0.549
O -4.656 3.273 -1.385
C -3.828 2.335 -0.814
O -3.534 1.317 -1.353
C -0.313 3.358 0.768
H 1.815 4.994 1.396
H 2.658 4.774 -0.160
H 1.131 5.651 -0.076
H 2.300 2.633 -1.236
H 0.984 0.573 -1.534
H -1.173 0.296 -0.382
H -2.691 1.032 1.398
H -2.305 2.487 2.324
H -2.374 5.703 1.674
H -0.670 4.128 1.444
C 2.723 -4.404 2.559
O 2.038 -4.411 1.329
C 0.933 -3.525 1.322
C 0.502 -3.209 -0.091
O 1.317 -2.250 -0.744
C 2.587 -2.680 -1.207
C 2.536 -3.516 -2.464
O 2.146 -4.845 -2.175
C 1.647 -5.519 -3.307
H 2.077 -4.738 3.380
H 3.562 -5.091 2.470
H 3.106 -3.404 2.794
H 1.192 -2.591 1.836
H 0.092 -3.993 1.853
H -0.485 -2.743 -0.032
H 0.410 -4.123 -0.680
H 3.144 -3.196 -0.422
H 3.122 -1.759 -1.451
H 3.534 -3.524 -2.925
H 1.832 -3.058 -3.171
H 0.767 -5.009 -3.716
H 1.360 -6.520 -2.991
H 2.407 -5.599 -4.093
*
```

- energy relative to the best compared isomer or geometry (same formula, charge and spin) (kcal per mole) = 0.00
- E_tot (Ha) = -1866.00968
- F_max (eV/A) = 0.546
- gap between HOMO and LUMO (eV) = 7.86
- SMILES = Cc1cccc(CC2=C(P(O)I)C(=O)OC2=O)c1.COCCOCCOC

Löwdin population analysis, charges in e, atoms 1 to 6: -0.050, -0.268, -0.043, -0.059, -0.036, -0.206